No. 1
Formula: CH2O3S2
Source: the Open Molecules 2025 dataset
Level of theory: ωB97M-V/def2-TZVPD

Each line ends with the Löwdin charge.
Positions of all 8 atoms, in Å:
C  -0.0642  -0.3402  -0.9263  -0.9353
O  -2.0186  0.2214  -3.2569  -0.3803
O  -0.4164  -1.2059  -2.0170  -0.3045
O  -0.1958  0.9166  -1.5085  -0.3219
S  -1.1347  -0.5602  0.4400  0.8332
S  -0.5985  0.1659  -3.0173  1.0366
H  1.0382  -0.3248  -0.6177  0.1368
H  -2.1736  0.0583  -0.2415  -0.0645

Forces on the atoms, in the same order (eV/Å):
C 2.2634 -0.2870 1.1937
O 0.7382 0.4159 -0.1514
O 0.8383 1.7778 -0.5578
O -0.9994 0.0881 -2.4710
S -1.1523 0.3726 0.4029
S -0.9136 -0.5960 1.1378
H -1.4643 -1.1612 -0.1659
H 0.6898 -0.6101 0.6117

The orbital gap is 10.0432 eV. The largest force on an atom comes out at 2.7 eV/Å. As for the HOMO energy: -10.0 eV. The value obtained for the total energy is -28880.472 eV.

***

No. 2
Formula: C4H16O14V3
Source: the Open Molecules 2025 dataset
Level of theory: ωB97M-V/def2-TZVPD

Each line ends with the Löwdin charge.
Positions of all 37 atoms, in Å:
O  0.3139  -4.2208  0.6203  -0.2321
V  0.9249  -2.8965  1.1852  1.0307
O  0.9253  -2.9889  2.7536  -0.2454
O  4.1195  -1.2386  -3.0835  -0.2555
V  2.6686  -1.6808  -2.6210  1.0078
O  2.1159  -2.7006  -3.6731  -0.2201
O  2.5044  2.2292  1.9196  -0.2564
V  2.9664  1.4662  0.5931  1.1434
O  4.3667  2.0801  0.2169  -0.2156
C  1.5433  -0.7075  -0.2993  -0.8693
O  1.3141  -0.4278  0.9007  -0.0272
O  1.2349  -1.8388  -0.8124  -0.1206
O  2.5195  -0.0762  -0.8674  -0.1312
O  -1.1759  -2.1099  1.3169  -0.0252
H  -1.8539  -2.5658  0.8019  0.1121
H  -1.3667  -1.1614  1.2409  0.0445
O  -0.8440  0.5134  -2.0145  -0.0247
H  -1.4214  1.2827  -1.9385  0.0790
H  -0.7647  0.2549  -1.0877  0.0267
O  1.5910  -0.0239  -3.6503  -0.0281
H  0.9471  0.2505  -2.9724  0.0342
H  1.5388  0.6686  -4.3160  0.1155
O  -0.8909  -2.2950  -2.7693  -0.0413
H  -1.1187  -1.4004  -3.0449  0.0204
H  -0.2328  -2.1914  -2.0790  -0.0333
C  -2.3644  3.0139  1.8553  -0.0455
C  -1.5653  1.7869  1.4839  -0.4714
C  -1.1278  1.0074  2.6947  -0.0550
O  -2.3322  0.9379  0.5875  -0.0676
H  -2.7844  3.5297  0.9920  0.0866
H  -1.7445  3.7300  2.3984  0.0927
H  -3.2064  2.7566  2.5036  0.0935
H  -0.6797  2.0894  0.9187  0.1261
H  -1.9051  0.5679  3.3358  0.1037
H  -0.5896  1.6245  3.4157  0.0999
H  -0.5354  0.1352  2.4175  0.0445
H  -3.0906  0.5993  1.0768  0.1040

Forces on the atoms, in the same order (eV/Å):
O 0.7443 0.2421 0.3540
V -2.8932 0.4035 0.4835
O 0.7571 -0.1420 -0.8920
O -1.1805 -0.9443 0.7706
V 0.1673 1.4546 -2.4231
O 0.7073 0.2093 0.9939
O 0.3240 -1.1970 -2.1285
V 0.9649 1.1708 1.2800
O -1.6236 -0.8950 0.3467
C 3.2317 -0.7238 1.6327
O -1.0788 0.1639 0.4303
O -0.2561 -0.7827 -0.5205
O -0.3853 1.5968 -0.9096
O 0.6617 0.0708 -0.3481
H 0.0877 -0.2078 -0.0935
H 0.0177 0.0761 -0.0097
O 0.5651 0.2274 0.2832
H -0.1365 0.0705 -0.2414
H -0.3983 -0.1745 0.0665
O -0.3273 -0.3160 1.3936
H -0.3746 0.1604 -0.2914
H 0.5203 -0.2275 -0.3464
O -0.1739 -0.0955 -0.0890
H -0.0473 -0.0462 0.0823
H -0.1017 -0.0557 -0.0182
C -0.2471 0.3918 0.1288
C -0.7189 -0.0160 0.2146
C 0.1353 -0.6879 0.9156
O 0.7120 -0.2528 0.0008
H 0.1543 -0.1049 -0.1329
H 0.0068 -0.0668 0.0086
H 0.0762 -0.1009 0.0267
H -0.0327 -0.0956 -0.1476
H -0.5582 0.3687 -0.5362
H 0.3996 0.0276 -0.3229
H 0.4645 0.3240 0.0481
H -0.1634 0.1747 -0.0098

The orbital gap is 7.7020 eV. As for the net charge: +1. The largest force on an atom comes out at 3.7 eV/Å. As for the HOMO energy: -14.0 eV. The value obtained for the total energy is -110129.106 eV.

***

No. 3
Formula: C3H4N4
Source: the Open Molecules 2025 dataset
Level of theory: ωB97M-V/def2-TZVPD

Each line ends with the Löwdin charge.
Positions of all 11 atoms, in Å:
N  -0.4547  -1.7982  -0.5975  0.0459
C  -0.7679  -0.4953  -0.1393  -0.2892
C  -0.3101  0.0656  1.0063  -0.0856
N  0.2398  1.0311  1.5062  0.1067
C  1.2142  1.6325  0.6109  -0.1979
N  1.0405  1.3365  -0.6426  -0.0968
N  0.2984  0.7191  -1.3326  0.1475
H  -0.5275  -2.4585  0.1592  0.0785
H  -1.0414  -2.0679  -1.3769  0.0816
H  -1.7535  -0.0596  -0.2650  0.1238
H  2.0775  2.0908  1.0453  0.0854

Forces on the atoms, in the same order (eV/Å):
N -0.2297 0.3298 0.2675
C -0.5212 -0.2989 0.5288
C 0.1197 0.4598 0.0215
N 0.3436 -1.1112 -0.1893
C 0.1533 0.3911 -0.2989
N -0.3384 -0.0277 0.0270
N 0.7086 0.5520 0.6812
H 0.0497 -0.3531 -0.0651
H 0.0196 -0.0388 0.1982
H -0.3412 -0.1474 -0.9499
H 0.0361 0.2443 -0.2207

The orbital gap is 8.1793 eV. The largest force on an atom comes out at 1.2 eV/Å. As for the HOMO energy: -8.0 eV. The value obtained for the total energy is -9131.501 eV.

***

No. 4
Formula: C5H35NO14
Source: the Open Molecules 2025 dataset
Level of theory: ωB97M-V/def2-TZVPD

Each line ends with the Löwdin charge.
Positions of all 55 atoms, in Å:
O  3.3247  -1.3155  1.3902  0.0456
C  2.1307  -1.4636  1.2577  -0.2566
C  1.0598  -0.4194  1.1816  -0.1011
C  0.8077  -0.2719  -0.3719  -0.1263
C  0.1551  1.0566  -0.5647  -0.4238
C  0.7485  2.1130  -1.1351  0.0195
N  -1.1447  1.1456  -0.0785  0.1172
H  1.8529  -2.4288  0.7858  0.1273
H  0.1477  -0.8315  1.6157  0.0936
H  1.2392  0.5629  1.6097  0.1085
H  1.7212  -0.4648  -0.9213  0.0985
H  0.2113  -1.1312  -0.6619  0.0750
H  0.3403  3.1080  -1.1862  0.0624
H  1.7411  1.9865  -1.5455  0.0580
H  -1.5605  2.0588  -0.0283  0.1043
H  -1.4674  0.4858  0.6062  0.0806
H  -2.0232  -1.4546  2.5282  0.0064
H  -2.6379  -0.0442  2.8322  0.0200
O  -2.0704  -0.7487  3.1959  -0.0694
H  -1.5952  1.9798  -2.6810  0.0013
H  -1.0569  3.3608  -2.4951  0.0133
O  -1.5741  2.8412  -3.1166  -0.0430
H  -0.9415  2.1526  3.5008  0.0113
H  -0.1849  3.4508  3.3547  0.0394
O  -0.9580  2.9995  3.0020  -0.0950
H  0.2327  -3.5584  -2.2557  0.0484
H  1.5654  -2.8217  -2.0213  0.0094
O  0.6487  -2.9038  -1.6854  -0.0736
H  -1.9830  -2.8279  0.9457  0.0019
H  -2.7589  -3.6765  2.0226  0.0563
O  -1.9170  -3.2642  1.8124  -0.0648
H  3.3975  -1.4296  -2.3964  0.0155
H  3.8540  -2.3256  -1.2214  0.0591
O  3.2692  -2.3098  -1.9871  -0.0615
H  0.0130  1.1312  -3.7341  0.0423
H  -0.2802  -0.1893  -4.4661  0.0768
O  0.2899  0.2075  -3.7986  -0.0478
H  2.2842  3.6523  1.9231  0.0518
H  1.1008  2.8619  1.1967  -0.0005
O  1.3503  3.4341  1.9280  -0.0534
H  -2.1713  -3.5140  -1.2085  0.0460
H  -2.2493  -1.9848  -1.2476  0.0026
O  -2.6839  -2.7763  -0.8586  -0.0647
H  -2.1592  2.0209  2.0926  0.0030
H  -3.7420  2.0355  2.1207  0.0736
O  -2.9679  1.5332  1.8574  -0.0637
H  2.1750  -0.2467  -3.5529  0.0264
H  2.8792  0.9068  -2.8696  0.0293
O  3.0667  0.0925  -3.3450  -0.0538
H  0.3212  0.3143  4.9172  0.0641
H  -0.5610  0.0970  3.7194  0.0094
O  0.0141  0.7817  4.1324  -0.0713
H  -0.8935  -0.9496  -2.5793  0.0195
H  -1.7298  -0.0167  -1.7070  0.0129
O  -1.8070  -0.6586  -2.4318  -0.0608

Forces on the atoms, in the same order (eV/Å):
O -0.2802 0.6051 0.7453
C 1.0272 -0.3379 -1.5997
C -0.3198 -0.2415 -0.4550
C -0.1174 -0.4180 1.1201
C -0.3575 0.3993 -0.1300
C 0.8054 -0.3880 -0.0853
N 0.4000 -0.3819 -0.7823
H -0.6845 -0.1154 0.5867
H 0.0094 0.0609 0.1785
H 0.5211 -0.1933 0.3353
H 0.2846 0.7534 -0.1538
H -0.4738 0.2758 -0.1036
H -0.1896 0.0942 0.1848
H -0.0158 0.0998 0.0669
H -0.1015 -0.0102 0.2134
H -0.0146 0.0687 0.1377
H -0.1435 -0.2662 0.3794
H 0.1057 -0.1299 -0.0372
O 0.0918 0.1673 -0.2299
H -0.2797 -0.0742 -0.0806
H 0.0086 0.2130 -0.1552
O 0.0916 -0.2598 0.0308
H 0.3581 0.6415 0.0736
H 0.1772 0.0291 -0.4947
O -0.9140 -0.6335 0.5118
H 0.0569 -0.0681 0.0618
H 0.0666 0.0703 0.3917
O -0.2801 -0.2870 -0.5515
H -0.5934 -0.6647 -0.2183
H -0.1019 0.1339 -0.3268
O 0.6296 0.4788 0.3745
H 0.0656 -0.1089 0.0199
H -0.0794 -0.0735 0.0494
O 0.2154 0.1920 -0.0950
H -0.0285 0.0384 -0.0212
H -0.0195 0.1641 -0.0628
O 0.3817 -0.1254 -0.3314
H 0.0738 -0.3258 -0.4913
H 0.4487 -0.0053 -0.1891
O -0.0158 0.5341 0.5745
H -0.0946 0.0040 0.0668
H -0.4899 -0.3171 -0.3147
O 0.4792 0.2558 0.1775
H -0.4199 0.6085 0.1701
H 0.2022 0.2598 0.1474
O -0.1878 -0.5198 -0.1738
H 0.1338 0.4342 -0.1484
H 0.0944 0.0531 -0.0215
O -0.1790 -0.3770 0.0542
H 0.0877 0.3115 0.1223
H -0.1073 0.2328 0.0470
O -0.0217 -0.9031 0.0335
H -0.0808 0.2363 0.0029
H -0.0447 0.0937 0.0271
O -0.1802 -0.2838 0.3681

The orbital gap is 9.3800 eV. The largest force on an atom comes out at 1.9 eV/Å. As for the HOMO energy: -9.3 eV. The value obtained for the total energy is -35908.675 eV.

***

No. 5
Formula: C27H31N5Ni2O2
Source: the Open Molecules 2025 dataset
Level of theory: ωB97M-V/def2-TZVPD

Each line ends with the Löwdin spin population.
Positions of all 67 atoms, in Å:
Ni  0.4700  2.1810  0.2680  1.7770
Ni  -0.7383  -0.5436  -0.7756  1.7904
O  0.7251  0.1161  0.4103  0.1362
H  0.9057  -0.2575  1.2949  0.0053
C  -2.1025  3.8908  -1.9241  0.0050
C  -2.0749  2.3243  -1.8737  0.0121
O  -1.1518  1.6200  -1.0881  0.0993
H  -2.5508  4.3012  -1.0192  0.0001
H  -2.7700  4.3111  -2.6764  0.0004
H  -1.1257  4.3720  -1.9725  0.0003
H  -1.8705  1.9258  -2.8674  0.0013
H  -3.0407  1.9520  -1.5319  0.0009
N  -2.1575  -0.5270  1.0551  0.0246
C  -3.5471  -0.4997  0.9624  0.0021
C  -4.3723  -0.5628  2.0706  0.0013
C  -3.7696  -0.7200  3.3265  -0.0012
C  -2.4347  -0.8278  3.4672  0.0010
C  -1.6159  -0.7811  2.2873  -0.0002
H  -3.9789  -0.0654  0.0728  0.0003
H  -5.4444  -0.4372  2.0346  0.0002
H  -4.3509  -0.6979  4.2364  -0.0001
H  -1.9919  -0.8294  4.4523  0.0002
H  -0.5405  -0.8636  2.3443  -0.0002
N  -0.0881  -2.8857  0.2587  0.0285
C  -0.8517  -4.0001  0.0409  0.0011
C  -0.6482  -5.2124  0.6884  0.0009
C  0.3594  -5.3496  1.6253  -0.0009
C  1.2224  -4.2856  1.7796  0.0013
C  0.9488  -3.0608  1.0642  0.0021
H  -1.6588  -3.9055  -0.6704  0.0002
H  -1.3007  -6.0246  0.4038  0.0002
H  0.4904  -6.2814  2.1554  0.0000
H  2.1201  -4.3361  2.3779  0.0002
H  1.6105  -2.2144  1.1742  0.0008
N  1.9908  2.2104  -1.2655  0.0252
C  1.9319  2.9701  -2.3952  0.0034
C  2.8086  2.9401  -3.5113  0.0009
C  3.8134  1.9271  -3.4702  0.0001
C  3.9216  1.1760  -2.2681  0.0010
C  3.0096  1.3468  -1.2176  0.0039
H  1.0787  3.6315  -2.3627  0.0008
H  2.7013  3.5762  -4.3774  0.0001
H  4.5618  1.9863  -4.2467  0.0001
H  4.6881  0.4174  -2.2094  0.0001
H  3.1199  0.6500  -0.3998  0.0007
N  0.6188  -1.1020  -2.3266  0.0287
C  0.5779  -0.4016  -3.4907  0.0027
C  1.4682  -0.5785  -4.5452  0.0009
C  2.5136  -1.5090  -4.3259  -0.0003
C  2.5455  -2.3330  -3.2165  0.0012
C  1.5930  -2.0647  -2.2711  0.0028
H  -0.1708  0.3695  -3.5965  0.0003
H  1.3853  -0.1043  -5.5120  0.0001
H  3.2162  -1.5937  -5.1417  0.0000
H  3.1567  -3.2225  -3.2566  0.0002
H  1.5439  -2.7668  -1.4519  0.0001
N  -0.2615  2.1123  2.3084  0.0230
C  0.7403  1.7071  3.1038  0.0067
C  0.7153  1.5151  4.5154  0.0018
C  -0.4988  1.7624  5.1714  -0.0006
C  -1.5771  2.2076  4.4021  0.0009
C  -1.4650  2.3479  2.9840  0.0013
H  1.7126  1.5281  2.6691  0.0029
H  1.6014  1.1073  4.9791  0.0001
H  -0.7593  1.6233  6.2103  0.0000
H  -2.6198  2.1918  4.6830  0.0001
H  -2.3384  2.5464  2.3804  0.0001

Forces on the atoms, in the same order (eV/Å):
Ni -1.0531 -2.1206 -1.0261
Ni 0.7126 0.4599 1.4717
O 0.3652 0.7882 0.2732
H -0.3690 0.3862 -0.8986
C -0.0248 -0.6232 1.2569
C -0.3023 0.0159 -0.7969
O 2.4837 -0.2311 2.1621
H 0.0533 -0.2266 0.4205
H 0.2833 -0.4846 -0.4742
H 0.1760 -0.2137 -0.4037
H -0.5446 0.3735 -0.5610
H -0.5088 0.3624 -0.3828
N -0.6798 -1.1922 0.7602
C 1.2444 1.5171 0.9205
C 0.7625 -0.3434 0.5217
C -1.4561 0.1218 0.0015
C 2.4350 0.0980 -1.6675
C -2.0974 0.4531 -0.3585
H 0.2374 -0.6176 -0.5862
H 0.0086 -0.0278 -0.3917
H -0.3649 -0.0497 -0.0671
H 0.2033 -0.3401 -0.0709
H -0.1362 -0.0542 0.0119
N -0.8510 -0.9038 -0.4536
C 0.5391 0.4816 0.4938
C -0.6576 0.5533 -0.6859
C 0.3663 0.1269 -0.1920
C -0.2402 1.7770 -0.9664
C 0.2950 -1.5158 1.0921
H -0.0618 0.0870 -0.0581
H -0.0220 -0.1359 0.2328
H 0.1079 -0.0199 0.0406
H -0.0938 -0.0128 0.1805
H 0.1801 0.0524 0.0685
N 0.3553 0.3939 -0.7445
C -0.2860 0.3572 -0.2694
C 0.0481 -2.1079 1.8265
C -0.8703 1.8475 1.7971
C -0.4579 0.5983 -1.3208
C 0.8176 -0.8612 -0.9908
H 0.0552 0.2983 -0.3674
H -0.2017 0.1557 0.2022
H 0.0787 -0.7717 -0.0900
H 0.0486 0.0175 0.2800
H -0.3466 0.3186 0.3867
N 0.8474 -0.0736 -1.2173
C 0.1403 0.2111 -0.0797
C 0.9965 -1.3369 1.4171
C -0.8094 0.9111 -1.4830
C -0.5195 0.8773 -1.2029
C -1.2473 -0.5113 1.1796
H -0.3299 -0.0522 0.2722
H -0.1241 0.3494 0.2314
H 0.2370 -0.3595 0.0369
H 0.2382 0.1529 0.6705
H -0.2027 0.3786 0.3184
N -1.2435 0.6366 1.4873
C 0.4286 0.0940 1.5275
C -1.3472 0.2607 -1.1672
C -0.4812 0.3453 -0.7219
C 0.0673 -0.6057 -3.1460
C 2.0876 -0.6427 0.5840
H 0.0613 -0.0449 -0.5055
H -0.0460 0.1891 0.2001
H 0.7787 -0.2285 0.2639
H 0.1476 0.4599 0.8746
H 0.0891 0.2020 -0.1167

The orbital gap (spin up / spin down) is 9.0677 / 7.9433 eV. As for the spin multiplicity: 5. As for the net charge: +2. The largest force on an atom comes out at 3.3 eV/Å. As for the HOMO energy (spin up / spin down): -14.3 / -14.1 eV. The value obtained for the total energy is -122119.340 eV.

***

The lowest largest force on an atom belongs to which entry?
C3H4N4

***

Number 3 is which compound?
C3H4N4

***

Which of these has the highest largest force on an atom?
C4H16O14V3

***

What is the formula in the first record?
CH2O3S2